Computed, not measured: a molecular structure, C32H34BrN8O3STl, with the ωB97M-V functional and the def2-TZVPD basis.

The value obtained for the HOMO energy is -7.45 eV. For the gap between HOMO and LUMO, the calculation gives 0.2823 hartree. Its relative energy (zero: lowest compared OMol25 entry of this formula, charge and spin) is 36.2 kJ/mol. The total energy is -137372.9581 eV. The total charge is 0. The value obtained for the largest force on an atom is 0.142 eV Å⁻¹.

Structure (XYZ):
```
80
C32H34BrN8O3STl the ωB97M-V functional and the def2-TZVPD basis
H -2.58856 -0.65707 2.33546
C 0.55192 4.20115 3.10500
C -2.92389 1.84037 0.52642
N 0.58891 1.72319 3.22471
H 1.70217 -5.36166 -0.08747
C 0.97812 -4.17462 1.51687
N -1.24351 1.85522 -1.36999
C -2.67751 -1.37466 1.52664
H -3.30018 -4.35514 -2.34414
C 0.56782 2.96965 -5.68191
C 1.75538 -1.58614 3.76667
H -5.46089 1.99028 -2.47142
C 1.90454 1.43094 -4.42841
N 2.57701 -1.19397 2.79131
N -0.44180 0.17999 1.96987
H -2.62793 -2.38331 1.94952
C -2.60040 -3.54547 -2.18211
O 1.03802 0.39777 -2.50201
H -6.26078 1.92546 -0.11951
H 2.56432 2.41474 -6.22360
H -3.20034 -3.21272 -0.15460
S 1.52281 1.63884 0.72190
O 3.01204 0.69093 -4.16697
H 1.28488 -6.28232 1.36346
H -1.39961 3.38043 -4.92456
H 4.88781 0.18480 -4.67198
C 4.10551 0.83578 -5.05182
C -1.43489 1.92312 -2.72476
C -1.64156 -1.86622 -0.76471
C 1.84244 -1.08138 5.05706
N -2.69465 1.96997 -3.07014
C -0.87141 -2.10219 -2.91951
C -2.49605 1.86813 -0.79791
H 1.15864 -1.43001 5.82030
C -2.55096 -2.90351 -0.95965
H -3.64654 -1.25646 1.04087
H -0.40343 4.26369 3.62934
H 1.52850 2.95278 4.57832
C 3.66927 0.26911 4.33723
C 1.31400 2.94522 3.50719
Br 0.39176 4.11839 -7.18120
H 2.90978 0.26480 6.34687
H -0.18165 -1.74487 -3.67748
H 4.44296 1.00402 4.51084
C -0.32380 2.00136 -3.68799
C -1.74182 -3.14151 -3.19139
H -1.74710 -3.60906 -4.16570
H 2.78885 -5.35124 1.32308
O 0.10994 -3.62519 0.85691
H 4.13385 0.02903 2.25185
C 1.76648 2.28283 -5.50935
H 3.83968 0.52853 -6.06699
C 2.81736 -0.13968 5.34682
C 1.74850 -5.36487 0.99781
C 0.84558 1.27526 -3.51659
H 1.13107 5.09538 3.34172
H 4.46854 1.86680 -5.06923
H 2.26719 2.90068 2.98239
C -4.28920 1.86276 0.73653
H 0.16027 -2.90658 4.30596
C -4.76633 1.94654 -1.64289
C -1.56179 -1.17647 0.54557
H -4.66856 1.84113 1.75069
H 0.00719 -2.18737 2.70221
H -2.22132 1.78899 1.34829
C -0.47182 2.84270 -4.79667
C 0.71449 -2.61941 3.40988
H 0.19177 0.02336 -2.15964
H -0.35598 1.85269 -0.86988
C 0.48645 1.12071 2.01187
H 0.35784 4.19123 2.03228
H 2.07128 -4.23760 3.23042
C 3.50150 -0.28222 3.07582
C -5.19952 1.91085 -0.33272
N 1.29555 -3.78541 2.77737
Tl 1.83776 -1.08042 -0.19761
C -3.39093 1.93092 -1.87567
H -0.11496 1.42513 3.88306
N -0.82093 -1.47161 -1.74718
N -0.51916 -0.46527 0.76900
```